The following is a DFT calculation (the ωB97M-V functional and the def2-TZVPD basis) of a structure of composition C25H19Cl2N4O2Pt in a non-equilibrium geometry.

Structure (XYZ):
```
53
Properties=species:S:1:pos:R:3:mulliken_spin:R:1
Pt 0.0275 -1.3956 0.1357 0.07
C 4.3066 2.4336 -0.6009 0.10
C 4.8995 1.1985 -0.8347 -0.05
C 4.1688 0.0259 -0.7573 0.12
C 2.8009 0.0672 -0.4438 -0.10
C 2.2183 1.3117 -0.2042 0.10
C 2.9569 2.4788 -0.2812 -0.08
N 2.0153 -1.0942 -0.3562 0.30
N 2.7097 -2.2086 -0.5760 0.25
C 2.0096 -3.3296 -0.3844 0.00
C 2.5923 -4.6026 -0.5812 0.07
C 1.8451 -5.7234 -0.3554 -0.02
C 0.5091 -5.6036 0.0659 0.11
C -0.0172 -4.3481 0.2351 -0.04
N 0.7149 -3.2433 0.0197 0.11
H 4.8889 3.3440 -0.6626 0.01
H 5.9535 1.1453 -1.0804 0.00
H 4.6366 -0.9272 -0.9387 0.02
H 1.1800 1.3488 0.0822 0.04
H 2.4716 3.4266 -0.0823 0.00
H 3.6214 -4.6432 -0.9073 0.00
H 2.2818 -6.7033 -0.5028 0.00
H -0.1078 -6.4709 0.2481 0.01
H -1.0382 -4.1617 0.5389 0.01
C -0.0057 2.4647 -1.3667 0.02
C -0.5547 1.0576 -1.3233 0.00
O -0.4352 0.2864 -2.2297 0.00
C -2.4953 0.0183 -0.1874 -0.02
C -3.3439 2.6548 0.1196 0.57
C -5.1352 0.3158 -1.0575 0.01
C -5.0634 -0.9904 -0.5601 0.00
C -4.0734 -1.7995 -0.0496 -0.01
C -2.7698 -1.2852 0.1077 0.01
O -1.7913 -2.0852 0.5365 0.00
H 0.9300 2.4332 -1.9254 0.00
H 0.1483 2.9127 -0.3880 -0.01
H -0.7259 3.0764 -1.9081 -0.01
H -2.5760 1.4925 -1.9573 0.01
H -4.3150 2.1497 -1.6854 0.01
H -6.0453 -1.4501 -0.6773 0.00
H -4.2549 -2.8410 0.1755 0.00
Cl 0.6554 0.2379 2.6814 0.00
C -0.3592 1.5565 2.1721 -0.08
C -0.3397 2.6414 3.0477 0.23
C -1.1926 3.7170 2.8392 -0.09
C -2.1160 3.6542 1.8286 0.16
C -2.1856 2.5529 0.9312 -0.07
Cl -3.6158 1.2324 -1.0100 0.05
C -1.1789 1.5331 1.0431 0.16
N -1.1237 0.5290 -0.0208 0.02
H 0.3376 2.6117 3.8887 0.01
H -1.1620 4.5688 3.5069 0.00
H -2.8578 4.4293 1.6920 0.01
```

Computed properties:
Net charge = -1
Spin multiplicity = 3
ΔE to the lowest compared entry with this formula, charge and spin = 1495.99 kJ/mol
HOMO (spin up / spin down) = -0.12046 / -0.11954 Eh
Kohn-Sham gap (spin up / spin down) = 5.76 / 4.74 eV